--- 1 ---
Below is a cluster of 2 separate species, C4H14N2O in total, with properties calculated with ωB97M-V/def2-TZVPD.

```
! RIJCOSX wB97M-V def2-TZVPD def2/J DEFGRID3
* xyz 0 1
C -1.9683 -0.6651 0.2403
C -1.5401 0.7274 -0.2688
C -0.0044 1.0128 -0.1197
C 1.8052 1.5046 1.3960
N 0.3681 1.4524 1.2740
N -1.2094 -1.7763 -0.4967
H -1.8368 -0.5966 1.4374
H -3.0729 -0.8846 -0.0542
H -2.0991 1.4885 0.1553
H -1.7392 0.9261 -1.3461
H 0.4449 0.0789 -0.4604
H 0.1234 1.8099 -0.8626
H 2.2531 2.3445 0.8181
H 2.1166 0.5279 1.0328
H 2.0807 1.5351 2.5854
H 0.0138 0.8035 2.0183
H -1.2597 -1.6054 -1.4203
H -0.2541 -2.0890 -0.3091
H 1.5012 -2.8392 -1.6250
H 2.2853 -1.7323 -2.4100
O 1.9919 -2.0234 -1.5846
*
```

Properties
Orbital gap = 9.272 eV
SMILES = CNCCCN.O
HOMO level = -8.560 eV

***

--- 2 ---
Below is a cluster of 2 separate species, C4H14N2O in total, with properties calculated with ωB97M-V/def2-TZVPD.

```
! RIJCOSX wB97M-V def2-TZVPD def2/J DEFGRID3
* xyz 0 1
C 0.5517 -1.8291 -0.1007
C 1.2785 -0.7053 0.6145
C 0.5487 -0.2629 1.8816
N 1.1358 -2.0603 -1.4275
H -0.4868 -1.5207 -0.2453
H 0.5276 -2.7391 0.5213
H 1.3638 0.1341 -0.0768
H 2.2983 -1.0058 0.8666
H 0.3971 -1.1130 2.5441
H -0.4157 0.1856 1.6310
H 1.1302 0.4885 2.4081
H 0.6796 -2.8281 -1.9036
H 2.1131 -2.3133 -1.3394
N -1.3849 1.1002 -1.5003
C -1.7669 2.0331 -0.4931
O -0.6271 2.7469 0.0275
H -0.9295 1.5733 -2.2709
H -0.7251 0.4254 -1.1292
H -2.4666 2.7515 -0.9237
H -2.2470 1.4904 0.3272
H -0.9747 3.4488 0.5885
*
```

Properties
Orbital gap = 10.340 eV
SMILES = CCCN.NCO
HOMO level = -9.342 eV

***

Of them, 2 has the highest stability.

***

--- 1 ---
Below is a cluster of 2 separate species, C4H14N2O in total, with properties calculated with ωB97M-V/def2-TZVPD.

```
! RIJCOSX wB97M-V def2-TZVPD def2/J DEFGRID3
* xyz 0 1
N 1.0969 -1.1874 -0.0004
C 0.9736 -0.8447 1.4316
C 0.0568 0.2791 1.7579
N -1.3389 -0.0773 1.6565
C -1.9602 -0.2230 0.3601
C -1.8160 0.9882 -0.6259
H 0.4173 -0.6747 -0.5555
H 0.8090 -2.1515 -0.1072
H 2.0092 -0.6623 1.7543
H 0.7701 -1.7441 2.0481
H 0.2932 0.6730 2.7590
H 0.3015 1.1500 1.1486
H -1.8982 0.5288 2.2327
H -1.6567 -1.1112 -0.1686
H -3.0176 -0.3380 0.6021
H -1.3518 1.8702 -0.2202
H -2.8226 1.3210 -0.9068
H -1.4102 0.6012 -1.5670
H 3.5751 1.0431 -3.2333
H 3.8046 -0.0116 -4.3916
O 3.1650 0.5711 -3.9746
*
```

Properties
Orbital gap = 9.585 eV
SMILES = CCNCCN.O
HOMO level = -8.594 eV

***

--- 2 ---
Below is a structure of composition C4H14N2O, with properties calculated with ωB97M-V/def2-TZVPD.

```
! RIJCOSX wB97M-V def2-TZVPD def2/J DEFGRID3
* xyz 0 1
N 0.5279 -2.5427 -1.2099
C -0.3457 -1.3974 -0.7135
C -0.1619 -1.0066 0.7014
N 1.1726 -0.2595 0.9382
C 1.8349 -0.7358 2.1555
C 0.7355 1.0979 1.2219
H 0.2396 -3.1050 -1.9843
H 1.3887 -2.0776 -1.4397
H -1.4114 -1.6477 -0.7826
H -0.3295 -0.4024 -1.3358
H -0.2610 -1.8848 1.3873
H -1.0809 -0.4390 0.8467
H 2.8723 -0.2351 2.3237
H 1.2017 -0.7474 3.0576
H 2.1848 -1.6698 2.0922
H -0.0175 0.9914 2.1808
H 0.2888 1.5917 0.3503
H 1.4619 1.7680 1.6429
H -3.6336 5.0446 -3.4563
H -3.6484 3.2934 -4.0496
O -3.0189 4.3637 -3.9267
*
```

Properties
Orbital gap = 9.386 eV
HOMO level = -8.924 eV

***

Of them, 1 has the highest stability.

***

--- 1 ---
Below is a cluster of 2 separate species, C4H14N2O in total, with properties calculated with ωB97M-V/def2-TZVPD.

```
! RIJCOSX wB97M-V def2-TZVPD def2/J DEFGRID3
* xyz 0 1
C 0.0278 1.2972 0.8307
N 1.2286 0.7816 1.5279
C -0.0585 0.7712 -0.6187
C -0.1145 -0.7408 -0.7018
C -1.4176 -1.3414 -0.1773
N -2.5901 -0.8022 -0.8720
H -0.9031 1.0427 1.3475
H 0.2062 2.3755 0.8312
H 1.0522 -0.1934 1.7674
H 1.3489 1.2431 2.4217
H -0.9403 1.2015 -1.0701
H 0.8553 1.2019 -1.0404
H -0.1041 -0.9253 -1.7875
H 0.6999 -1.2995 -0.2425
H -1.5253 -1.0938 0.8859
H -1.3569 -2.4376 -0.1923
H -3.4218 -1.2153 -0.4588
H -2.5641 -1.0926 -1.8334
H 3.3479 -0.0365 -0.8270
H 2.6806 0.6939 0.3078
O 3.5491 0.5697 -0.0983
*
```

Properties
Orbital gap = 10.530 eV
SMILES = NCCCCN.O
HOMO level = -9.656 eV

***

--- 2 ---
Below is a cluster of 2 separate species, C4H14N2O in total, with properties calculated with ωB97M-V/def2-TZVPD.

```
! RIJCOSX wB97M-V def2-TZVPD def2/J DEFGRID3
* xyz 0 1
C -0.5605 1.6969 -1.1255
C 0.9516 1.6810 -0.7407
C 1.4032 0.4570 0.0009
N 0.6154 -0.7957 -0.1218
C 0.8887 -1.8368 0.8829
N 0.1706 -1.5846 2.0663
H -1.0475 1.2560 -0.2451
H -0.5254 1.0489 -2.0726
H -1.1756 2.5963 -1.3773
H 1.5098 1.6110 -1.6854
H 1.0636 2.7186 -0.3182
H 1.5769 0.6412 1.0639
H 2.3932 0.1898 -0.4565
H -0.3613 -0.6433 -0.0915
H 0.6774 -2.7571 0.2789
H 1.9823 -1.9617 1.1533
H -0.6315 -2.1827 2.1397
H 0.5931 -1.5655 3.0020
H -2.7494 -0.7394 -0.7237
H -3.2313 0.5279 -0.6587
O -3.5430 -0.3579 -0.9707
*
```

Properties
Orbital gap = 9.503 eV
SMILES = CCCNCN.O
HOMO level = -8.658 eV

***

Of them, 1 has the highest stability.

***

--- 1 ---
Below is a cluster of 3 separate species, C4H16N2O2 in total, with properties calculated with ωB97M-V/def2-TZVPD.

```
! RIJCOSX wB97M-V def2-TZVPD def2/J DEFGRID3
* xyz 0 1
C 0.1571 -0.3357 -2.8046
N 0.4192 -1.3534 -1.7502
C 1.2250 0.6897 -0.1472
C 0.8871 -0.8122 -0.3296
C -0.2576 -1.4184 0.5455
N -0.0424 -0.9483 1.9259
H 1.0042 0.0185 -3.2789
H -0.6543 -0.8289 -3.4958
H -0.3531 0.4946 -2.2916
H 1.1697 -1.9418 -2.0059
H 2.2217 0.8621 -0.5754
H 1.0897 0.8015 0.9470
H 0.6580 1.3656 -0.7208
H 1.8426 -1.3225 0.1767
H -1.2137 -1.1884 0.1638
H 0.0511 -2.5255 0.6757
H 0.7939 -1.3291 2.3990
H -0.7954 -1.0691 2.6406
H -2.3053 2.3032 -0.6198
H -2.4249 2.0204 0.7558
O -2.9957 2.0122 0.0051
H 0.3883 1.1565 2.1689
H -0.7383 1.4648 3.0776
O -0.1265 1.8842 2.5379
*
```

Properties
Orbital gap = 9.754 eV
SMILES = CN[C@@H](C)CN.O.O
HOMO level = -9.073 eV

***

--- 2 ---
Below is a structure of composition C4H16N2O2, with properties calculated with ωB97M-V/def2-TZVPD.

```
! RIJCOSX wB97M-V def2-TZVPD def2/J DEFGRID3
* xyz 0 1
C 2.3709 -0.3806 -0.7937
N 2.9058 0.5973 -0.0255
C -2.6351 0.7598 -0.7972
C -1.3154 0.9972 -0.0198
N -1.1897 0.1326 1.1577
C -1.0554 -1.2429 0.7809
H 1.2415 -0.2235 -1.0147
H 2.3330 -1.2839 -0.1997
H 2.8492 -0.6252 -1.7360
H 2.1943 0.7903 0.7479
H -3.4813 0.8812 -0.1136
H -2.5968 -0.2546 -1.1964
H -0.4637 0.9088 -0.7112
H -1.3501 2.0171 0.3557
H -0.2053 0.4296 1.6136
H -0.4831 -1.4044 -0.2017
H -0.5081 -1.8029 1.5038
H -2.0176 -1.6780 0.5748
H 3.4256 1.3412 -0.4288
H 1.6888 1.0772 2.6320
O 1.2093 1.1150 1.7917
H -2.8120 1.5471 -1.5224
H 0.0361 -2.3205 -1.2609
O -0.1411 -1.3779 -1.1367
*
```

Properties
Orbital gap = 4.316 eV
HOMO level = -7.007 eV

***

Of them, 1 has the highest stability.